40
Properties=species:S:1:pos:R:3 method="wB97M-V/def2-TZVPD" charge=+1 total_energy_ev=-41519.7011 gap_ev=8.5 homo_energy_ev=-13.34
C 1.0895 -4.6430 2.2249
C 1.5034 -3.6975 1.6422
C 1.8598 -2.5999 0.7475
C 0.8866 -1.3776 0.8393
C -0.4507 -1.6496 1.5152
C -1.3728 -2.5818 0.8084
C -2.6378 -2.8639 1.2652
C -3.4257 -3.7431 0.5423
N -3.0952 -4.3935 -0.5403
N -1.8729 -4.0858 -0.9252
C -1.0457 -3.2509 -0.3605
H 0.6540 -5.5047 2.6580
H 1.8963 -2.9769 -0.2724
H 2.8529 -2.2544 1.0222
H 1.3901 -0.6155 1.4261
H 0.7690 -0.9828 -0.1684
H -0.3200 -2.0288 2.5287
H -0.9605 -0.6894 1.6274
H -3.0381 -2.4213 2.1639
H -4.4296 -3.9298 0.8954
H -1.5607 -4.5703 -1.7627
H -0.0863 -3.0893 -0.8209
C -0.7451 3.7451 -0.5476
C -0.0176 2.6983 0.3100
C 1.2274 3.1589 1.0666
F 2.1860 3.5925 0.2308
F 1.7318 2.1018 1.7595
F 0.2742 1.6137 -0.4492
F -0.9119 2.2788 1.2548
O -0.4564 3.7707 -1.9307
C 0.6424 4.4699 -2.3917
C 1.6827 3.5419 -3.0225
F 2.0826 2.5959 -2.1434
F 2.7645 4.2604 -3.3846
F 1.1706 5.2341 -1.4170
F 0.2022 5.3045 -3.3522
H -1.7980 3.4689 -0.5064
H -0.6872 4.7398 -0.1047
H 0.9804 3.9528 1.7765
H 1.2646 3.0498 -3.9034